1.
# C38H93N7O7

A cluster of 7 separate species, C38H93N7O7 in total in a non-equilibrium geometry (ωB97M-V/def2-TZVPD, the Open Molecules 2025 dataset).

SMILES   CC1(C)CCCC(C)(C)N1O.CC1(C)CCCC(C)(C)N1O.COC[C@H](C)N.COC[C@H](C)N.COC[C@H](C)N.COC[C@H](C)N.COC[C@H](C)N
Relative energy (zero: lowest compared OMol25 entry of this formula, charge and spin)   25.5 kcal/mol
M   760.20 g mol⁻¹
Spin multiplicity   1
Highest occupied orbital energy   -8.303 eV

Each line ends with the Löwdin charge.
Geometry (Å):
O1 -6.91 -1.13 4.83  -0.171
O2 -4.23 4.47 2.30  -0.174
O3 -1.18 -3.88 -7.05  -0.191
O4 3.69 1.27 -4.86  -0.194
O5 7.08 2.65 2.41  -0.015
O6 1.45 -4.85 3.47  -0.184
O7 -0.93 2.12 -0.17  -0.010
N1 2.04 -1.08 -4.68  0.048
N2 -1.00 -4.89 -3.52  0.040
N3 -6.48 1.50 2.62  0.061
N4 -6.71 -1.59 1.91  0.043
N5 -1.84 -5.85 2.08  0.040
N6 6.90 3.69 1.45  -0.096
N7 -0.93 0.74 -0.37  -0.099
C1 -1.00 -2.13 -0.08  -0.179
C2 4.66 2.26 -5.02  -0.131
C3 1.28 0.60 -6.29  -0.058
C4 7.34 4.97 1.98  -0.532
C5 -5.93 2.70 1.97  -0.436
C6 -2.61 0.27 1.44  -0.018
C7 -2.20 0.16 -0.06  -0.512
C8 -7.30 -2.02 5.86  -0.113
C9 1.43 0.71 -0.95  -0.012
C10 5.65 3.50 0.72  -0.515
C11 7.14 6.05 0.92  -0.146
C12 -4.88 3.36 2.86  -0.210
C13 6.74 5.34 3.36  -0.023
C14 0.43 -5.00 2.51  -0.210
C15 8.86 4.89 2.23  -0.043
C16 1.65 -3.53 3.88  -0.112
C17 0.75 0.14 1.40  -0.008
C18 -1.59 -4.38 -4.74  -0.445
C19 3.72 0.30 -5.88  -0.219
C20 -0.84 -5.55 3.12  -0.459
C21 -5.79 -1.59 4.12  -0.248
C22 -3.38 4.11 1.24  -0.118
C23 4.41 3.35 1.64  -0.012
C24 -7.04 3.68 1.56  -0.054
C25 5.44 4.69 -0.22  -0.150
C26 2.37 -0.40 -5.95  -0.432
C27 -6.13 -2.49 2.94  -0.422
C28 -0.70 -4.61 -5.96  -0.233
C29 -0.32 -3.89 -8.16  -0.110
C30 -0.69 -6.69 4.08  -0.062
C31 -3.32 0.85 -0.85  -0.025
C32 5.79 2.27 -0.17  -0.039
C33 -2.24 -1.32 -0.43  -0.130
C34 -1.85 -2.90 -4.56  -0.070
C35 0.33 0.08 -0.10  -0.501
C36 -4.84 -3.08 2.40  -0.064
C37 0.24 -1.39 -0.51  -0.140
C38 5.69 6.05 0.44  -0.162
H1 6.16 1.39 0.35  0.079
H2 -7.43 3.42 0.58  0.075
H3 0.30 0.18 -6.05  0.075
H4 1.57 0.17 -1.89  0.060
H5 1.27 0.83 -7.36  0.079
H6 4.54 -0.41 -5.69  0.127
H7 -1.00 -2.54 0.93  0.088
H8 -7.68 -1.42 2.16  0.082
H9 5.66 5.50 3.31  0.061
H10 1.77 -0.32 -4.05  0.048
H11 1.82 -0.04 1.52  0.077
H12 2.23 -2.94 3.16  0.085
H13 -2.40 1.25 1.87  0.058
H14 -2.43 -2.72 -3.65  0.068
H15 -2.00 -0.37 2.08  0.073
H16 0.60 1.16 1.76  0.078
H17 -0.86 -3.52 -9.03  0.086
H18 7.23 6.24 3.73  0.082
H19 -3.68 0.10 1.58  0.071
H20 9.39 4.70 1.29  0.085
H21 7.81 5.91 0.07  0.120
H22 -1.27 -4.72 3.71  0.132
H23 5.69 1.88 -4.89  0.090
H24 -5.34 3.63 3.81  0.130
H25 2.46 -1.14 -6.76  0.128
H26 -3.17 -1.73 -0.07  0.105
H27 -4.30 0.40 -0.71  0.087
H28 -7.81 3.75 2.32  0.077
H29 -3.91 4.03 0.28  0.089
H30 4.38 2.31 1.98  0.079
H31 -7.49 1.50 2.56  0.064
H32 2.93 -1.38 -4.28  0.069
H33 -5.22 -3.91 1.74  0.086
H34 4.43 4.66 -0.64  0.117
H35 -5.26 -0.73 3.70  0.109
H36 -6.76 -1.84 6.80  0.088
H37 1.18 -1.89 -0.27  0.131
H38 -2.67 4.93 1.06  0.094
H39 -0.24 -4.30 -3.23  0.067
H40 -2.25 -5.01 1.68  0.054
H41 -2.41 -2.40 -5.36  0.076
H42 7.79 2.12 2.04  0.105
H43 0.10 -6.49 4.79  0.079
H44 -5.48 2.42 1.01  0.114
H45 0.25 -1.45 -1.61  0.114
H46 9.09 4.06 2.89  0.078
H47 4.64 2.77 -5.99  0.089
H48 0.70 -3.01 4.07  0.087
H49 -0.93 -2.31 -4.51  0.071
H50 -7.17 -3.06 5.57  0.083
H51 -6.57 4.66 1.44  0.075
H52 3.51 3.53 1.06  0.081
H53 7.39 7.01 1.38  0.123
H54 -4.32 -2.57 1.59  0.055
H55 6.45 2.40 -1.03  0.081
H56 0.15 -0.55 1.99  0.066
H57 0.54 -3.24 -7.97  0.083
H58 -2.57 -4.82 -4.94  0.139
H59 0.76 -5.59 1.65  0.132
H60 0.05 -4.90 -8.37  0.087
H61 3.93 0.76 -6.86  0.125
H62 -2.78 3.23 1.47  0.056
H63 -1.56 -6.79 4.74  0.079
H64 -4.15 2.56 3.10  0.111
H65 4.50 3.94 2.54  0.066
H66 0.22 -4.02 2.07  0.097
H67 -1.05 -3.05 -0.68  0.110
H68 1.31 1.78 -1.08  0.084
H69 -0.63 2.35 0.73  0.086
H70 -3.46 1.88 -0.50  0.055
H71 -0.51 -7.62 3.53  0.088
H72 9.22 5.82 2.67  0.084
H73 -6.70 -2.06 1.01  0.075
H74 4.83 2.03 -0.66  0.080
H75 -6.18 0.66 2.13  0.021
H76 5.10 6.13 1.36  0.104
H77 -3.00 0.92 -1.89  0.095
H78 -4.30 -3.67 3.13  0.075
H79 -2.26 -1.31 -1.53  0.115
H80 6.12 4.65 -1.08  0.116
H81 4.53 3.03 -4.26  0.085
H82 6.96 4.50 4.02  0.081
H83 -6.83 -3.26 3.26  0.134
H84 2.14 -3.52 4.86  0.088
H85 1.38 1.50 -5.68  0.080
H86 -5.01 -2.04 4.76  0.125
H87 0.33 -4.34 -5.68  0.127
H88 2.40 0.60 -0.45  0.075
H89 5.46 6.84 -0.27  0.112
H90 -8.35 -1.84 6.09  0.086
H91 -0.73 -5.69 -6.20  0.126
H92 -2.66 -6.26 2.53  0.066
H93 -0.72 -5.86 -3.55  0.070

2.
# C38H95N6O13Zn

A structure of composition C38H95N6O13Zn in a non-equilibrium geometry (ωB97M-V/def2-TZVPD, the Open Molecules 2025 dataset).

Relative energy (zero: lowest compared OMol25 entry of this formula, charge and spin)   245.3 kcal/mol
M   909.60 g mol⁻¹
Spin multiplicity   1
Net charge   +1
Highest occupied orbital energy   -9.879 eV

Each line ends with the Löwdin charge.
Geometry (Å):
Zn1 -30.06 8.57 16.60  1.131
O1 -34.84 1.18 8.83  -0.199
O2 -33.07 9.94 18.80  -0.154
O3 -24.90 3.73 14.65  -0.191
O4 -20.18 9.47 15.46  -0.176
O5 -33.42 4.90 16.93  -0.167
O6 -21.75 2.22 12.75  -0.186
O7 -29.63 3.05 9.53  -0.232
O8 -29.72 6.93 15.41  -0.362
O9 -33.47 8.04 13.67  -0.258
O10 -26.92 -1.19 8.85  -0.208
O11 -37.53 4.00 13.14  -0.182
O12 -24.88 6.58 16.11  -0.182
O13 -31.84 5.22 9.74  -0.179
N1 -22.34 2.43 15.27  -0.061
N2 -22.67 8.02 14.56  -0.038
N3 -26.52 2.40 9.81  -0.062
N4 -34.24 3.92 10.86  -0.036
N5 -37.11 7.02 13.88  -0.054
N6 -32.08 8.25 16.32  -0.120
C1 -33.88 2.50 10.85  -0.186
C2 -25.07 7.32 14.83  -0.149
C3 -34.86 8.05 13.25  -0.159
C4 -27.09 3.63 9.24  -0.201
C5 -20.61 8.25 16.08  -0.186
C6 -22.23 1.09 14.81  -0.217
C7 -29.24 6.65 14.11  -0.327
C8 -36.76 2.80 13.27  -0.071
C9 -37.59 6.45 12.64  -0.179
C10 -27.18 1.25 9.12  -0.182
C11 -21.01 2.46 11.58  -0.084
C12 -26.40 -0.01 9.53  -0.181
C13 -32.77 8.96 12.82  -0.075
C14 -20.42 10.57 16.32  -0.136
C15 -22.22 7.97 15.98  -0.168
C16 -21.37 1.18 13.52  -0.273
C17 -26.19 6.25 16.51  -0.166
C18 -34.45 9.53 18.78  -0.085
C19 -28.85 5.08 13.82  -0.046
C20 -32.87 9.49 16.39  -0.175
C21 -31.84 4.66 11.04  -0.205
C22 -25.58 3.14 13.62  -0.152
C23 -35.04 2.33 7.98  -0.060
C24 -32.76 10.50 17.58  -0.222
C25 -30.09 2.97 8.21  -0.115
C26 -23.27 2.67 16.41  -0.146
C27 -33.26 4.71 11.66  -0.189
C28 -35.70 7.06 14.10  -0.223
C29 -23.69 7.02 14.24  -0.209
C30 -37.13 5.03 12.26  -0.235
C31 -28.55 4.03 9.75  -0.137
C32 -32.29 5.76 16.73  -0.225
C33 -34.86 1.42 10.22  -0.209
C34 -32.61 7.16 17.10  -0.189
C35 -32.13 6.58 9.61  -0.110
C36 -24.70 2.85 15.79  -0.167
C37 -26.55 -1.21 7.49  -0.135
C38 -33.16 3.57 16.47  -0.081
H1 -32.44 7.16 18.18  0.146
H2 -37.23 4.82 11.20  0.123
H3 -33.66 7.34 16.85  0.119
H4 -23.18 8.89 14.55  0.092
H5 -23.16 0.68 14.44  0.098
H6 -20.10 11.40 15.70  0.086
H7 -33.06 6.95 10.05  0.072
H8 -29.67 4.38 13.97  0.061
H9 -19.73 10.71 17.16  0.083
H10 -32.29 3.17 16.99  0.085
H11 -25.52 2.39 9.68  0.101
H12 -31.78 10.96 17.74  0.121
H13 -34.41 3.12 8.39  0.059
H14 -37.25 6.98 11.75  0.116
H15 -24.96 1.82 15.57  0.107
H16 -22.78 2.89 14.49  0.081
H17 -35.82 3.10 13.74  0.076
H18 -20.34 1.31 13.86  0.116
H19 -21.01 1.58 10.94  0.084
H20 -33.48 11.29 17.41  0.131
H21 -29.24 2.64 7.62  0.074
H22 -32.76 8.66 11.77  0.084
H23 -26.91 6.98 16.89  0.061
H24 -26.34 -2.24 7.22  0.084
H25 -32.43 7.99 15.41  0.086
H26 -36.09 2.60 8.09  0.091
H27 -31.78 9.12 13.25  0.080
H28 -21.17 0.23 13.02  0.121
H29 -30.80 2.15 8.10  0.092
H30 -32.47 10.08 15.56  0.118
H31 -33.65 5.71 11.81  0.084
H32 -22.75 8.73 16.54  0.097
H33 -25.76 -0.51 7.20  0.089
H34 -28.59 4.86 12.79  0.040
H35 -21.99 0.32 15.55  0.124
H36 -23.85 7.00 13.16  0.105
H37 -31.46 3.65 11.20  0.113
H38 -34.00 2.90 16.66  0.098
H39 -34.59 0.45 10.63  0.123
H40 -33.91 9.22 16.21  0.119
H41 -27.47 -1.07 6.91  0.082
H42 -33.08 2.31 10.13  0.109
H43 -35.28 9.04 13.44  0.124
H44 -26.76 5.60 15.86  0.061
H45 -28.23 1.20 9.42  0.116
H46 -36.05 5.13 12.41  0.068
H47 -33.29 9.89 13.07  0.090
H48 -32.20 6.68 8.53  0.099
H49 -25.33 -0.12 9.33  0.117
H50 -34.77 9.14 19.74  0.110
H51 -34.09 4.16 9.89  0.072
H52 -20.08 7.37 15.72  0.112
H53 -34.80 8.76 18.09  0.064
H54 -29.95 6.91 13.32  0.075
H55 -26.95 3.71 8.17  0.106
H56 -25.46 8.32 14.99  0.119
H57 -35.90 1.57 10.51  0.095
H58 -35.31 6.04 14.05  0.105
H59 -25.86 6.80 14.28  0.095
H60 -25.20 2.14 13.39  0.087
H61 -31.20 5.14 11.78  0.101
H62 -33.57 2.13 11.82  0.117
H63 -37.44 6.67 14.77  0.118
H64 -32.78 3.55 15.45  0.076
H65 -26.41 4.38 9.64  0.106
H66 -35.10 10.21 18.22  0.097
H67 -26.54 -0.24 10.59  0.121
H68 -26.11 5.61 17.39  0.085
H69 -36.66 2.19 12.37  0.066
H70 -28.55 4.10 10.84  0.085
H71 -22.83 3.54 16.89  0.105
H72 -28.73 5.07 9.45  0.113
H73 -22.39 6.98 16.42  0.104
H74 -35.59 7.26 15.17  0.112
H75 -23.41 1.85 17.11  0.116
H76 -28.38 7.23 13.78  0.087
H77 -21.43 10.78 16.69  0.080
H78 -34.79 2.11 6.94  0.094
H79 -25.40 3.72 12.71  0.088
H80 -30.56 3.89 7.85  0.084
H81 -38.68 6.39 12.65  0.121
H82 -25.39 3.16 16.58  0.107
H83 -21.48 3.28 11.04  0.093
H84 -31.31 5.39 17.05  0.130
H85 -26.66 3.04 13.62  0.071
H86 -31.33 7.25 9.91  0.086
H87 -34.84 7.87 12.18  0.112
H88 -32.17 5.77 15.65  0.114
H89 -33.13 4.22 12.63  0.106
H90 -27.99 4.65 14.33  0.030
H91 -23.45 5.96 14.32  0.116
H92 -27.17 1.44 8.05  0.104
H93 -20.36 8.27 17.15  0.102
H94 -37.26 2.16 13.99  0.087
H95 -19.94 2.61 11.78  0.092

3.
# C38H96BrClNO23PS

A cluster of 18 separate species, C38H96BrClNO23PS in total in a non-equilibrium geometry (ωB97M-V/def2-TZVPD, the Open Molecules 2025 dataset).

M   1113.57 g mol⁻¹
Spin multiplicity   1
Highest occupied orbital energy   -8.376 eV

Each line ends with the Löwdin charge.
Geometry (Å):
Br1 -0.91 5.82 0.49  0.718
Cl1 -2.56 1.23 1.37  0.790
S1 -1.32 3.03 3.28  0.599
P1 1.87 2.51 4.65  0.914
O1 -3.92 -5.51 -0.59  -0.132
O2 3.59 1.20 -0.80  0.105
O3 4.51 -7.61 -2.07  -0.136
O4 6.53 5.03 -10.46  -0.133
O5 -11.86 5.34 1.73  -0.125
O6 -3.50 7.56 4.71  -0.130
O7 -5.88 0.60 -0.52  -0.126
O8 -0.60 4.27 3.28  -0.299
O9 3.82 -2.30 1.16  -0.137
O10 1.85 -2.53 -1.29  -0.133
O11 -2.73 3.14 3.41  -0.294
O12 1.68 -6.91 -1.42  -0.137
O13 -2.84 -6.19 5.76  -0.136
O14 2.04 3.36 3.24  -0.309
O15 1.96 0.35 -2.04  0.092
O16 2.45 1.98 -4.06  -0.142
O17 -6.34 5.03 -1.66  -0.129
O18 3.94 4.40 -6.78  -0.143
O19 5.96 2.30 -2.10  -0.118
O20 -8.81 3.62 1.50  -0.126
O21 -0.81 2.18 4.52  -0.234
O22 5.85 -11.33 -1.16  -0.138
O23 5.52 5.27 -3.15  -0.141
N1 3.18 1.38 4.50  -0.164
C1 5.80 -8.02 -1.60  -0.123
C2 1.50 -1.35 4.65  -0.124
C3 -1.38 -2.96 3.96  -0.202
C4 5.09 -12.53 -1.15  -0.148
C5 0.91 -8.11 -1.40  -0.156
C6 1.31 -0.75 3.34  -0.138
C7 -1.54 -2.06 1.77  -0.057
C8 0.19 0.31 3.31  -0.337
C9 -4.25 6.34 4.73  -0.158
C10 1.44 1.17 1.22  -0.103
C11 -4.18 -5.86 6.10  -0.151
C12 7.85 5.16 -9.93  -0.163
C13 5.09 -2.71 1.65  -0.139
C14 -0.81 2.96 0.49  -0.270
C15 0.15 4.16 0.51  -0.692
C16 0.08 0.90 1.88  -0.235
C17 -12.64 4.15 1.72  -0.169
C18 1.86 3.19 -4.54  -0.087
C19 -7.45 4.86 -2.54  -0.157
C20 1.86 -0.01 0.32  -0.075
C21 5.55 2.25 -3.46  -0.167
C22 -1.72 -4.42 2.03  -0.067
C23 -5.97 2.03 -0.48  -0.171
C24 -1.56 -4.22 3.38  -0.048
C25 0.39 1.38 4.40  -0.383
C26 -1.29 -2.96 5.46  -0.043
C27 4.59 5.06 -7.87  -0.144
C28 -0.97 2.06 1.73  -0.602
C29 1.43 -3.81 -1.77  -0.125
C30 5.57 6.45 -2.36  -0.149
C31 1.81 -1.76 5.74  0.127
C32 -1.12 -0.45 3.72  -0.079
C33 -1.34 -1.84 3.14  -0.158
C34 -9.22 2.34 1.01  -0.148
C35 -1.73 -3.30 1.22  -0.077
C36 2.57 0.56 -0.86  -0.508
C37 -4.14 -5.01 -1.91  -0.160
C38 1.09 4.21 -0.71  -0.138
H1 -10.96 5.09 1.49  0.050
H2 -13.66 4.42 1.99  0.074
H3 -0.09 -7.84 -1.06  0.075
H4 2.57 -7.14 -1.71  0.030
H5 5.64 4.51 -2.57  0.040
H6 -4.85 -5.64 -2.46  0.074
H7 5.05 -12.98 -2.14  0.076
H8 1.14 -1.51 2.59  0.138
H9 -1.59 -5.09 4.02  0.092
H10 -4.89 -6.54 5.62  0.076
H11 -1.79 3.30 0.18  0.070
H12 -2.66 -7.08 6.07  0.076
H13 -4.76 -5.51 -0.13  0.075
H14 -8.38 5.16 -2.07  0.076
H15 3.62 -2.81 0.36  0.064
H16 3.12 0.70 5.25  0.025
H17 -4.37 -4.85 5.73  0.074
H18 7.83 5.98 -9.22  0.078
H19 8.17 4.26 -9.41  0.076
H20 -1.58 -1.23 1.09  0.061
H21 -2.61 7.34 4.41  0.067
H22 -12.25 3.44 2.45  0.073
H23 2.03 4.68 -0.44  0.083
H24 -9.71 2.45 0.04  0.080
H25 5.51 -13.26 -0.45  0.077
H26 -5.05 0.35 -0.10  0.044
H27 6.03 -7.43 -0.72  0.082
H28 6.75 -11.55 -1.43  0.078
H29 -3.19 -5.02 -2.43  0.075
H30 -1.04 -0.59 4.79  0.096
H31 2.79 3.95 3.37  0.059
H32 5.45 7.30 -3.02  0.077
H33 -2.00 0.17 3.59  0.089
H34 0.84 -8.56 -2.39  0.074
H35 -5.96 2.38 0.55  0.083
H36 1.15 2.99 -5.35  0.091
H37 -12.65 3.70 0.73  0.074
H38 5.07 1.29 -3.67  0.078
H39 2.27 -0.32 3.11  0.097
H40 6.56 -7.84 -2.36  0.080
H41 0.64 4.82 -1.49  0.047
H42 2.26 1.05 -2.66  0.061
H43 1.47 2.07 0.62  0.082
H44 5.10 -3.77 1.91  0.076
H45 -7.50 3.80 -2.78  0.070
H46 -5.26 6.58 5.06  0.075
H47 -3.81 5.63 5.42  0.075
H48 4.85 3.06 -3.67  0.050
H49 -4.33 -5.88 7.18  0.077
H50 -1.84 -5.42 1.66  0.100
H51 -9.92 1.91 1.72  0.077
H52 2.64 3.87 -4.90  0.058
H53 0.99 -0.54 -0.07  0.114
H54 5.88 -2.51 0.91  0.078
H55 1.96 -2.34 6.61  0.037
H56 -6.90 2.33 -0.96  0.056
H57 5.12 2.24 -1.62  0.037
H58 -4.29 5.90 3.73  0.072
H59 8.57 5.40 -10.72  0.075
H60 2.23 1.31 1.94  0.093
H61 5.30 -2.13 2.54  0.077
H62 -0.97 -2.03 5.91  0.051
H63 -0.33 0.10 1.30  0.079
H64 6.54 4.30 -11.09  0.076
H65 -0.49 2.28 -0.30  0.119
H66 4.31 -8.13 -2.85  0.082
H67 2.43 -2.13 -1.94  0.072
H68 4.69 6.13 -7.67  0.083
H69 6.42 2.36 -4.10  0.089
H70 0.77 -4.25 -1.03  0.073
H71 -5.13 2.48 -1.02  0.078
H72 -4.52 -3.99 -1.89  0.076
H73 2.91 1.57 -4.80  0.098
H74 -1.88 -3.41 0.16  0.097
H75 1.34 3.66 -3.71  0.073
H76 6.53 6.54 -1.84  0.078
H77 5.79 -9.08 -1.34  0.050
H78 -0.60 -3.74 5.79  0.082
H79 0.74 4.24 1.41  0.043
H80 0.89 -3.70 -2.72  0.082
H81 -8.18 3.98 0.87  0.063
H82 4.77 6.46 -1.62  0.073
H83 5.57 4.64 -8.06  0.061
H84 4.08 -12.28 -0.84  0.078
H85 1.27 3.22 -1.12  0.056
H86 3.97 4.93 -8.75  0.079
H87 2.52 -0.70 0.82  0.089
H88 -7.31 5.42 -3.47  0.077
H89 -6.28 5.97 -1.45  0.078
H90 1.33 -8.84 -0.70  0.075
H91 2.29 -4.47 -1.92  0.066
H92 0.42 0.83 5.34  0.112
H93 -8.36 1.67 0.92  0.063
H94 4.02 1.93 4.70  0.031
H95 4.49 4.52 -6.00  0.059
H96 -2.27 -3.20 5.87  0.077

> What is the spin multiplicity in the third record?

1

> What is the formula in the second record?

C38H95N6O13Zn